63
Properties=species:S:1:pos:R:3 method="wB97M-V/def2-TZVPD" total_charge=+1 multiplicity=2 gap_ev="6.75 / 8.29" lumo_energy_ev="-2.707 / -3.092" max_force_ev_per_a=0.56 relative_energy_kj_mol=0.0 total_energy_ha=-3144.56184
In 1.295 1.176 -0.181
C 3.121 2.135 3.011
C 2.007 1.162 3.371
S 1.802 -0.254 2.284
C 3.388 -1.097 2.283
C 4.499 -0.574 1.358
S 3.929 -0.055 -0.274
C 4.736 1.539 -0.495
C 4.646 2.546 0.647
S 3.007 2.880 1.353
H 4.105 1.681 3.104
H 3.078 2.960 3.721
H 1.035 1.650 3.324
H 2.158 0.810 4.393
H 3.134 -2.121 2.009
H 3.747 -1.123 3.313
H 5.219 -1.377 1.208
H 5.032 0.255 1.814
H 4.261 1.927 -1.396
H 5.788 1.377 -0.729
H 5.001 3.502 0.260
H 5.303 2.293 1.477
C -0.831 -4.373 -2.728
C -1.705 -3.242 -2.216
N -1.073 -2.486 -1.119
C -1.208 -3.066 0.223
C -2.325 -2.436 1.044
C -0.385 -1.365 -1.322
C -0.247 -0.845 -2.723
N 0.156 -0.677 -0.334
H -1.348 -4.917 -3.519
H -0.592 -5.084 -1.934
H 0.109 -3.993 -3.134
H -2.647 -3.628 -1.825
H -1.969 -2.558 -3.015
H -0.249 -3.001 0.739
H -1.405 -4.128 0.084
H -2.114 -1.392 1.287
H -2.453 -2.979 1.981
H -3.268 -2.471 0.497
H -1.225 -0.548 -3.108
H 0.164 -1.605 -3.387
H 0.405 0.022 -2.741
H -0.034 -1.047 0.588
F -3.822 -0.974 -1.863
C -4.094 0.196 -1.264
C -3.170 0.828 -0.554
N -3.414 2.040 0.062
C -2.414 2.721 0.881
C -1.024 2.291 0.486
O -0.658 2.375 -0.705
O -0.227 1.822 1.374
C -4.650 2.662 -0.039
O -4.890 3.722 0.489
N -5.581 1.964 -0.788
C -5.438 0.732 -1.431
O -6.336 0.208 -2.038
H -2.178 0.411 -0.449
H -2.578 2.543 1.940
H -2.511 3.788 0.691
H -6.488 2.403 -0.866
S 1.423 3.008 -2.943
C 2.003 1.790 -2.172


60
Properties=species:S:1:pos:R:3 method="wB97M-V/def2-TZVPD" total_charge=+3 multiplicity=4 gap_ev="6.64 / 4.71" lumo_energy_ev="-10.935 / -12.733" max_force_ev_per_a=1.29 total_energy_ha=-4197.58837
Mn 0.521 -0.076 1.130
C 1.232 -0.689 4.480
C 1.873 0.612 4.054
S 2.368 0.701 2.295
C 3.628 -0.591 2.013
C 3.118 -2.023 1.885
S 1.642 -2.150 0.787
C 0.585 -3.353 1.665
C 0.241 -2.976 3.099
S -0.120 -1.190 3.335
H 0.771 -0.562 5.461
H 1.952 -1.500 4.546
H 2.754 0.827 4.661
H 1.187 1.454 4.164
H 4.364 -0.512 2.814
H 4.101 -0.263 1.087
H 2.859 -2.464 2.843
H 3.890 -2.637 1.422
H 1.072 -4.327 1.629
H -0.307 -3.405 1.040
H 1.027 -3.243 3.802
H -0.660 -3.508 3.406
O 5.104 2.422 -3.211
S 3.715 2.622 -3.381
O 3.124 3.824 -3.838
N 2.920 2.195 -1.939
C 2.136 1.182 -2.091
S 0.938 0.838 -0.866
C 2.160 0.512 -3.389
C 1.495 -0.645 -3.816
C 1.656 -1.034 -5.124
C 2.469 -0.285 -6.015
C 3.163 0.865 -5.592
C 2.998 1.224 -4.293
H 0.877 -1.209 -3.130
H 1.153 -1.920 -5.488
H 2.569 -0.596 -7.049
H 3.785 1.424 -6.280
C -2.905 3.130 0.672
C -3.537 1.968 1.442
N -3.617 0.722 0.664
C -4.928 0.363 0.094
C -5.193 1.021 -1.260
C -2.549 -0.014 0.447
C -2.639 -1.265 -0.375
N -1.353 0.285 0.942
H -2.852 4.001 1.324
H -3.510 3.395 -0.193
H -1.898 2.903 0.319
H -4.551 2.238 1.725
H -2.998 1.773 2.373
H -5.690 0.682 0.801
H -5.004 -0.718 0.005
H -5.264 2.104 -1.167
H -6.141 0.657 -1.653
H -4.412 0.782 -1.983
H -3.261 -2.015 0.116
H -1.635 -1.660 -0.516
H -3.077 -1.066 -1.352
H -1.346 1.168 1.460


58
Properties=species:S:1:pos:R:3 method="wB97M-V/def2-TZVPD" smiles="Cc1cc(C(=O)N2CCCN(CCNC(=O)[C@@H]3CCS(=O)(=O)C3)CC2)[nH]c1C" gap_ev=8.67 lumo_energy_ev=0.384 max_force_ev_per_a=0.16 relative_energy_kj_mol=71.2 total_energy_ha=-1660.20497
C -0.906 -4.823 0.354
C -1.444 -3.653 1.119
C -1.986 -2.471 0.561
C -2.342 -1.631 1.601
C -2.948 -0.300 1.819
O -3.123 0.070 2.981
N -3.300 0.498 0.775
C -3.827 1.824 1.090
C -2.720 2.867 1.223
C -1.720 2.890 0.060
N -0.857 1.718 -0.075
C -0.146 1.360 1.150
C 1.173 0.663 0.854
N 1.899 1.445 -0.124
C 3.148 1.124 -0.520
O 3.801 0.248 0.019
C 3.683 1.956 -1.698
C 2.791 1.796 -2.953
C 3.207 0.478 -3.591
S 4.988 0.619 -3.614
O 5.627 -0.666 -3.545
O 5.327 1.535 -4.677
C 5.106 1.514 -2.059
C -1.388 0.586 -0.820
C -2.878 0.316 -0.604
N -2.023 -2.291 2.758
C -1.483 -3.505 2.492
C -1.027 -4.420 3.577
H -1.037 -5.756 0.902
H -1.423 -4.930 -0.600
H 0.160 -4.717 0.141
H -2.090 -2.294 -0.495
H -4.515 2.093 0.285
H -4.393 1.758 2.015
H -3.173 3.858 1.316
H -2.182 2.684 2.155
H -2.243 3.038 -0.890
H -1.075 3.765 0.187
H 0.065 2.291 1.683
H -0.732 0.727 1.828
H 1.765 0.578 1.765
H 1.013 -0.357 0.488
H 1.326 2.055 -0.686
H 3.681 3.000 -1.379
H 1.728 1.806 -2.716
H 2.986 2.612 -3.649
H 2.943 -0.385 -2.978
H 2.872 0.338 -4.616
H 5.777 2.349 -2.244
H 5.507 0.841 -1.304
H -1.227 0.710 -1.898
H -0.820 -0.294 -0.524
H -3.147 -0.672 -0.978
H -3.465 1.021 -1.193
H -2.213 -1.870 3.655
H -0.885 -5.426 3.187
H -0.077 -4.094 4.006
H -1.759 -4.473 4.385